[1]
ORCA calculation (the ωB97M-V functional and the def2-TZVPD basis) on an isolated molecule of C7H12O5S.

Results
Kohn-Sham gap   0.3588 hartree
Energy above the lowest of the compared OMol25 structures with the same formula, charge and spin   230.2 kJ/mol
E_tot   -1048.22140 Eh
Lowest unoccupied orbital energy   0.45 eV
SMILES   C=CC[C@]1(OCC)COS(=O)(=O)O1

ORCA input file:
```
! wB97M-V def2-TZVPD RIJCOSX def2/J DEFGRID3
* xyz 0 1
C -1.00 0.60 3.02
C 0.04 0.86 2.20
C -0.14 1.35 0.78
C 0.52 0.39 -0.22
O 0.53 -0.95 0.09
C -0.74 -1.59 0.29
C -1.50 -1.89 -1.00
C 2.00 0.77 -0.44
O 2.29 0.22 -1.74
S 1.02 0.41 -2.69
O 0.78 -0.83 -3.33
O 1.10 1.60 -3.45
O -0.04 0.70 -1.51
H -1.84 1.29 3.06
H -1.07 -0.30 3.61
H 1.06 0.78 2.58
H -1.20 1.46 0.54
H 0.33 2.32 0.63
H -1.35 -1.02 0.99
H -0.50 -2.53 0.79
H -0.81 -1.89 -1.84
H -2.02 -2.84 -0.94
H -2.22 -1.09 -1.21
H 2.10 1.85 -0.53
H 2.65 0.33 0.31
*
```

For reference, the natural (NBO) charges in units of e are: number 1, C, carries -0.4009; number 2, C, carries -0.1634; number 3, C, carries -0.5034; number 4, C, carries 0.5203; number 5, O, carries -0.5207; number 6, C, carries -0.0766; number 7, C, carries -0.6546; number 8, C, carries -0.1031; number 9, O, carries -0.6829; number 10, S, carries 2.5573; number 11, O, carries -0.8979; number 12, O, carries -0.9008; number 13, O, carries -0.7140; number 14, H, carries 0.1987; number 15, H, carries 0.2089; number 16, H, carries 0.2041; number 17, H, carries 0.2379; number 18, H, carries 0.2264; number 19, H, carries 0.1812; number 20, H, carries 0.1939; number 21, H, carries 0.2443; number 22, H, carries 0.2169; number 23, H, carries 0.2078; number 24, H, carries 0.1952; number 25, H, carries 0.2255

=====

[2]
ORCA calculation (the ωB97M-V functional and the def2-TZVPD basis) on a cluster of 2 separate species, C7H12Se in total.

Results
Kohn-Sham gap (alpha / beta)   0.2790 / 0.2790 hartree
Energy above the lowest of the compared OMol25 structures with the same formula, charge and spin   236.2 kJ/mol
E_tot   -2675.19926 Eh
Lowest unoccupied orbital energy (alpha / beta)   0.67 / 0.67 eV

ORCA input file:
```
! wB97M-V def2-TZVPD RIJCOSX def2/J DEFGRID3
* xyz 0 1
C -1.48 1.57 -1.01
C -1.07 0.48 -1.68
C -2.11 1.35 0.30
C -1.31 -0.75 -1.02
C 1.65 -0.53 -0.58
C 0.62 -0.65 1.53
C 0.63 -1.22 0.19
Se -2.72 -0.56 0.29
H -1.44 2.72 -1.30
H -0.66 0.56 -2.70
H -1.29 1.56 0.95
H -2.96 1.94 0.72
H -1.24 -1.73 -1.47
H 2.64 -0.40 0.02
H 1.34 0.55 -0.78
H 1.85 -1.14 -1.41
H 1.45 -1.13 2.04
H -0.29 -0.90 2.15
H 0.79 0.43 1.56
H 0.41 -2.23 0.09
*
```

For reference, the natural (NBO) charges in units of e are: number 1, C, carries -0.1982; number 2, C, carries -0.2942; number 3, C, carries -0.5880; number 4, C, carries -0.4288; number 5, C, carries -0.6628; number 6, C, carries -0.6681; number 7, C, carries -0.0742; number 8, Se, carries 0.2847; number 9, H, carries 0.2255; number 10, H, carries 0.2347; number 11, H, carries 0.2234; number 12, H, carries 0.2381; number 13, H, carries 0.2243; number 14, H, carries 0.2007; number 15, H, carries 0.2232; number 16, H, carries 0.2130; number 17, H, carries 0.2194; number 18, H, carries 0.2250; number 19, H, carries 0.2066; number 20, H, carries 0.1955

=====

[3]
ORCA calculation (the ωB97M-V functional and the def2-TZVPD basis) on a structure of composition C7H13AlBe2Br6ClNNaO5.

Results
Kohn-Sham gap   0.1062 hartree
E_tot   -17042.49308 Eh
Lowest unoccupied orbital energy   -11.39 eV

ORCA input file:
```
! wB97M-V def2-TZVPD RIJCOSX def2/J DEFGRID3
* xyz 3 1
N 3.34 -1.34 0.59
C 3.61 -0.44 -0.52
O 3.73 -0.96 -1.67
O 3.81 0.98 -0.44
C 3.01 1.62 0.57
C 1.59 2.17 -0.01
C 0.43 1.17 0.48
C 0.01 0.05 -0.59
C -1.30 -0.70 0.02
O -2.22 -1.00 -0.77
O -1.41 -1.04 1.38
H 2.42 -1.17 1.02
H 4.10 -1.38 1.28
H 2.89 1.02 1.53
H 3.61 2.61 0.88
H 1.58 2.24 -1.15
H 1.46 3.25 0.39
H 0.76 0.61 1.43
H -0.49 1.80 0.73
H -0.26 0.54 -1.60
H 0.81 -0.75 -0.72
H -1.37 -0.23 1.97
Cl -0.68 -0.71 3.77
Be 5.00 2.63 0.25
Br 1.11 0.44 4.46
Na 3.42 -2.21 -3.61
Br 6.22 1.74 -1.96
Be 1.29 0.17 -3.70
O -4.07 -2.36 2.42
H -3.34 -1.98 1.93
C -5.60 -1.74 -1.11
Br -5.41 0.21 -1.05
Br -7.36 -2.30 -0.57
Br -5.09 -2.46 -2.85
H -4.89 -2.14 -0.38
Br -5.73 1.34 0.99
Al -4.95 0.32 -3.40
*
```

For reference, the natural (NBO) charges in units of e are: number 1, N, carries -0.8737; number 2, C, carries 0.9295; number 3, O, carries -0.5916; number 4, O, carries -0.5907; number 5, C, carries -0.0234; number 6, C, carries -0.4480; number 7, C, carries -0.4396; number 8, C, carries -0.5146; number 9, C, carries 0.8096; number 10, O, carries -0.5849; number 11, O, carries -0.7290; number 12, H, carries 0.4069; number 13, H, carries 0.4308; number 14, H, carries 0.2732; number 15, H, carries -0.0272; number 16, H, carries 0.2561; number 17, H, carries 0.2697; number 18, H, carries 0.2193; number 19, H, carries 0.2566; number 20, H, carries 0.2406; number 21, H, carries 0.2227; number 22, H, carries 0.5112; number 23, Cl, carries -0.0619; number 24, Be, carries 1.3390; number 25, Br, carries 0.1192; number 26, Na, carries 0.9634; number 27, Br, carries -0.4101; number 28, Be, carries 0.0462; number 29, O, carries -0.6854; number 30, H, carries 0.3998; number 31, C, carries -0.5241; number 32, Br, carries 0.2739; number 33, Br, carries 0.2560; number 34, Br, carries 0.1683; number 35, H, carries 0.2825; number 36, Br, carries -0.0038; number 37, Al, carries 0.8334

=====

[4]
ORCA calculation (the ωB97M-V functional and the def2-TZVPD basis) on a cluster of 2 separate species, C7H13BF4N2O2S in total.

Results
Kohn-Sham gap   0.2986 hartree
E_tot   -1356.96936 Eh
Lowest unoccupied orbital energy   -1.12 eV

ORCA input file:
```
! wB97M-V def2-TZVPD RIJCOSX def2/J DEFGRID3
* xyz 0 1
O -0.05 -3.30 0.05
O -0.89 -2.64 -0.78
C -2.00 -2.18 0.05
N -2.35 -0.76 -0.26
C -3.56 -0.21 -0.94
C -3.42 1.35 -1.00
N -2.15 1.72 -0.36
C -1.60 0.44 0.02
C -0.14 0.58 0.71
C 0.84 1.20 -0.45
C 1.97 0.15 -0.95
S 1.22 -0.75 -2.43
H 0.73 -2.71 0.19
H -1.75 -2.25 1.18
H -2.97 -2.79 -0.10
H -4.44 -0.80 -1.36
H -4.12 2.13 -1.45
H -1.72 2.65 -0.22
H -0.18 1.27 1.64
H 0.27 -0.43 1.10
H 1.26 2.19 -0.07
H 0.22 1.46 -1.40
H 2.83 0.78 -1.40
H 2.32 -0.58 -0.14
H 1.71 -2.07 -2.41
B 3.60 1.12 2.15
F 4.28 1.37 3.39
F 2.42 1.94 2.08
F 4.46 1.43 1.05
F 3.21 -0.27 2.09
*
```

For reference, the natural (NBO) charges in units of e are: number 1, O, carries -0.4241; number 2, O, carries -0.2476; number 3, C, carries 0.0722; number 4, N, carries -0.3813; number 5, C, carries -0.0681; number 6, C, carries -0.0584; number 7, N, carries -0.5377; number 8, C, carries 0.5464; number 9, C, carries -0.4773; number 10, C, carries -0.4185; number 11, C, carries -0.5000; number 12, S, carries -0.1376; number 13, H, carries 0.4733; number 14, H, carries 0.2389; number 15, H, carries 0.2155; number 16, H, carries 0.2695; number 17, H, carries 0.2648; number 18, H, carries 0.4773; number 19, H, carries 0.2868; number 20, H, carries 0.2525; number 21, H, carries 0.2734; number 22, H, carries 0.1963; number 23, H, carries 0.2570; number 24, H, carries 0.2648; number 25, H, carries 0.1495; number 26, B, carries 1.3631; number 27, F, carries -0.5741; number 28, F, carries -0.5990; number 29, F, carries -0.5822; number 30, F, carries -0.5953

=====

[5]
ORCA calculation (the ωB97M-V functional and the def2-TZVPD basis) on a cluster of 2 separate species, C7H13BO6 in total.

Results
Kohn-Sham gap   0.1393 hartree
E_tot   -750.80534 Eh
Lowest unoccupied orbital energy   4.37 eV

ORCA input file:
```
! wB97M-V def2-TZVPD RIJCOSX def2/J DEFGRID3
* xyz -2 1
O -0.85 -2.27 2.16
C 0.30 -2.33 1.63
O 0.75 -3.30 0.97
C 1.18 -1.05 1.72
C 0.94 -0.18 2.99
O 2.25 0.17 3.43
B 2.95 -1.11 3.16
O 2.56 -1.34 1.73
H 0.88 -0.45 0.86
H 0.41 -0.71 3.79
H 0.46 0.79 2.81
H 4.17 -1.08 3.39
H 2.36 -2.01 3.82
O 0.80 1.32 -0.55
C -0.14 1.39 -1.28
O -1.11 0.44 -1.18
C -2.34 0.49 -1.87
C -2.23 -0.07 -3.28
C -0.25 2.44 -2.37
H -2.74 1.51 -1.87
H -3.02 -0.12 -1.28
H -1.54 0.51 -3.89
H -3.20 -0.08 -3.77
H -1.85 -1.09 -3.23
H 0.33 2.11 -3.23
H 0.20 3.36 -1.98
H -1.26 2.67 -2.68
*
```

For reference, the natural (NBO) charges in units of e are: number 1, O, carries -0.8488; number 2, C, carries 0.7482; number 3, O, carries -0.8065; number 4, C, carries -0.0477; number 5, C, carries -0.0865; number 6, O, carries -0.7734; number 7, B, carries 0.4342; number 8, O, carries -0.7303; number 9, H, carries 0.1685; number 10, H, carries 0.1640; number 11, H, carries 0.1298; number 12, H, carries -0.1672; number 13, H, carries -0.1857; number 14, O, carries -0.5079; number 15, C, carries 0.7819; number 16, O, carries -0.4850; number 17, C, carries -0.0646; number 18, C, carries -0.6352; number 19, C, carries -0.7409; number 20, H, carries 0.1532; number 21, H, carries 0.2078; number 22, H, carries 0.1954; number 23, H, carries 0.1957; number 24, H, carries 0.2324; number 25, H, carries 0.2317; number 26, H, carries 0.2357; number 27, H, carries 0.2012